(1)
ORCA calculation (ωB97M-V with the def2-TZVPD basis set) on the molecule C15H18N2O2.

```
37
Properties=species:S:1:pos:R:3:mulliken_charge:R:1
O 4.8570 -0.3586 0.9441 -0.611
O 3.4443 -1.8343 0.2930 -0.585
N 3.7946 -0.6830 0.4518 0.987
N -1.1858 -0.1456 -0.6087 -0.299
C -1.1812 -3.0578 -0.7417 -0.076
C -3.6972 1.4998 1.1133 -0.714
C 0.7778 1.2968 -0.5149 0.030
C 1.4035 2.4940 -0.8404 -0.595
C 2.9185 0.3765 0.0268 -0.296
C -1.3301 -2.2994 0.5395 -1.004
C -0.6393 -0.9305 0.4816 0.322
C 3.5322 1.5895 -0.2709 -0.686
C 2.7727 2.6497 -0.7169 -0.818
C -0.7231 1.2222 -0.6309 -0.528
C -0.6906 -4.2793 -0.8301 -0.802
C -2.8557 2.1319 0.3152 -0.397
C -1.3713 2.1148 0.4724 -0.404
C 1.5314 0.2021 -0.0825 0.667
C 0.8588 -1.0956 0.2311 -0.784
H -3.3564 0.9497 1.9760 0.263
H -0.3561 -4.8215 0.0395 0.256
H -1.0964 1.7284 1.4552 0.342
H -0.7811 -0.4380 1.4626 0.197
H 0.9962 -1.7679 -0.6211 0.317
H 0.8057 3.3172 -1.2042 0.464
H -3.2246 2.6736 -0.5468 0.303
H -1.5049 -2.5250 -1.6249 0.287
H 1.3232 -1.5813 1.0907 0.550
H -2.3952 -2.1396 0.7376 0.412
H -4.7617 1.5175 0.9525 0.283
H -0.9142 -2.8762 1.3672 0.415
H 4.6027 1.6698 -0.1616 0.493
H 3.2419 3.5865 -0.9725 0.388
H -0.6037 -4.7929 -1.7722 0.280
H -2.2013 -0.1601 -0.5863 0.400
H -0.9743 3.1268 0.3809 0.490
H -1.0162 1.6397 -1.6043 0.450
```

* HOMO energy: -9.056 eV
* HOMO-LUMO gap: 8.793 eV
* LUMO level: -0.26 eV
* SMILES: C=CC[C@H]1Cc2c(cccc2[N+](=O)[O-])[C@H](CC=C)N1
* energy above the lowest of the compared OMol25 structures with the same formula, charge and spin: 541.9 kJ/mol

---

(2)
ORCA calculation (ωB97M-V with the def2-TZVPD basis set) on a structure of composition C14H28O4P2SSn.

```
50
Properties=species:S:1:pos:R:3:mulliken_charge:R:1
Sn 0.3628 -0.2883 -1.7225 0.892
S -2.0147 0.2167 0.7938 1.136
P -0.7927 -2.7104 -1.9083 0.692
P 0.9329 2.2473 -2.0526 0.813
O -0.9111 0.6712 -0.1812 -0.443
O 2.3173 -1.1232 1.1144 -0.210
O -3.1312 1.1192 0.7310 -0.732
O -2.2579 -1.2082 0.6528 -0.746
C 0.0650 1.8312 3.8512 -0.805
C 2.0261 2.6821 -3.4276 -1.216
C -1.1832 0.4366 2.3513 0.151
C 0.2973 0.7314 4.6880 0.887
C -0.7164 1.7063 2.7049 -0.564
C -0.6868 -3.7084 -0.3946 -1.046
C -0.5763 3.2418 -2.2293 -1.160
C -0.9104 -0.6871 3.1294 -0.472
C -2.5742 -2.6064 -2.2512 -1.154
C -0.1072 -3.7832 -3.2051 -1.251
C 1.6959 2.8716 -0.5272 -1.055
C 0.9653 0.8828 6.0233 -1.378
C 1.8338 -0.9925 0.0823 0.107
C -0.1389 -0.5304 4.2764 -0.566
H 2.6838 2.4113 -0.3874 0.310
H -0.2920 4.3045 -2.2336 0.402
H 3.0131 2.2244 -3.2726 0.341
H 0.1083 -1.4157 4.8623 0.368
H -1.0818 2.9963 -3.1726 0.309
H 0.3080 0.5530 6.8366 0.322
H 2.1249 3.7756 -3.4811 0.376
H 1.8044 3.9628 -0.6196 0.401
H 0.4890 2.8026 4.1121 0.285
H -0.9728 2.5824 2.1081 0.514
H 1.2350 1.9218 6.2216 0.351
H -1.2613 3.0405 -1.3933 0.261
H -1.2335 -3.2013 0.4108 0.165
H -1.1412 -4.6923 -0.5904 0.411
H 2.8232 -0.7425 -3.0825 0.023
H -0.6949 -4.7098 -3.2660 0.391
H 0.3659 -3.8339 -0.1066 0.309
H -0.5378 -0.0348 -3.2270 -0.203
H 1.6052 2.3035 -4.3697 0.320
H -1.2983 -1.6638 2.8480 0.387
H 0.9372 -4.0258 -2.9666 0.344
H -2.9784 -3.6238 -2.3548 0.401
H -3.0730 -2.0920 -1.4182 0.301
H 1.8718 0.2728 6.0910 0.321
H -0.1376 -3.2657 -4.1728 0.328
H 2.5233 -1.4338 -3.0292 -0.074
H 1.0594 2.6359 0.3379 0.134
H -2.7451 -2.0522 -3.1834 0.320
```

* HOMO energy: -5.312 eV
* HOMO-LUMO gap: 5.873 eV
* LUMO level: 0.56 eV

---

(3)
ORCA calculation (ωB97M-V with the def2-TZVPD basis set) on the molecule C9H9NO2.

```
21
Properties=species:S:1:pos:R:3:mulliken_charge:R:1
O -2.8584 0.7174 1.7149 -0.451
O -2.1368 -0.2845 -1.3183 -0.246
N -1.9253 0.9230 -0.5778 -0.374
C 1.4985 -1.0386 -0.4181 -0.882
C -0.4942 0.8081 -0.3437 0.630
C 1.7429 1.5189 -0.1814 -0.381
C -0.9861 -1.7803 0.0513 -0.460
C 0.0531 -0.7795 -0.0543 0.331
C -2.3091 -1.0594 -0.0991 -0.310
C -2.3820 0.1648 0.6044 0.516
C 0.4634 1.8232 -0.4077 -0.873
C 2.2935 0.1436 0.1474 -0.599
H 2.3794 0.1417 1.2157 0.321
H 1.7074 -2.0773 0.1120 0.288
H 2.4648 2.2902 -0.2921 0.416
H 3.4018 0.1332 -0.2928 0.292
H -2.8106 1.6321 1.6070 0.342
H 1.4325 -1.2850 -1.4060 0.387
H 0.1724 2.8144 -0.6105 0.469
H -0.7317 -2.6691 -0.6264 0.352
H -0.9756 -2.1371 1.1754 0.231
```

* HOMO energy (alpha / beta): -7.471 / -7.278 eV
* HOMO-LUMO gap (alpha / beta): 7.291 / 7.532 eV
* LUMO level (alpha / beta): -0.18 / 0.25 eV
* SMILES: Oc1c2on1C1=C(CCC=C1)C2
* energy above the lowest of the compared OMol25 structures with the same formula, charge and spin: 957.0 kJ/mol